A molecular structure, C44H102AsF6N7O16, computed with the ωB97M-V functional and the def2-TZVPD basis.

Output
Gap between HOMO and LUMO (alpha / beta), eV: 4.040 / 7.675
2S+1: 2
Strongest force on any atom, eV Å⁻¹: 5.4
HOMO (alpha / beta), eV: -1.924 / -5.558
<S²>: 0.76
Charge: -1

```
176
Properties=species:S:1:pos:R:3:mulliken_charge:R:1
C -2.782 0.441 -5.429 -0.297
C -3.176 -1.015 -5.861 -0.646
N -2.081 -1.722 -6.585 0.302
C -0.752 -1.734 -6.150 -0.090
C -0.019 -2.523 -7.123 -1.139
N -0.915 -3.275 -7.902 0.447
C -2.125 -2.630 -7.683 -0.732
C -0.636 -4.190 -8.982 -0.964
H -2.793 1.265 -6.143 0.223
H -1.786 0.499 -4.990 -0.013
H -3.528 0.743 -4.695 0.238
H -4.015 -1.085 -6.553 0.326
H -3.422 -1.705 -5.054 0.251
H -0.460 -1.263 -5.223 0.444
H 1.039 -2.730 -7.187 0.349
H -3.033 -2.921 -8.189 0.293
H -0.102 -3.612 -9.736 0.365
H -1.610 -4.664 -9.101 0.289
H 0.155 -4.899 -8.737 0.290
As -0.483 0.090 -0.960 2.187
F 0.816 1.255 -0.528 -0.548
F -1.604 1.517 -0.928 -0.562
F -1.860 -0.894 -1.505 -0.484
F 0.727 -1.206 -1.006 -0.380
F -0.968 -0.075 0.730 -0.468
F -0.098 0.433 -2.736 -0.474
C 7.444 -2.496 -0.953 -1.019
C 7.196 -2.487 -2.487 -0.372
O 5.868 -2.084 -2.646 -0.227
C 5.488 -0.702 -2.772 0.520
O 6.264 0.291 -2.700 -0.599
O 4.111 -0.502 -2.736 -0.112
C 3.655 0.879 -2.916 -0.538
H 6.826 -3.242 -0.453 0.317
H 7.169 -1.585 -0.423 0.334
H 8.520 -2.622 -0.833 0.340
H 7.385 -3.442 -2.977 0.288
H 7.665 -1.644 -2.994 0.351
H 3.994 1.608 -2.181 0.292
H 2.582 1.027 -3.042 0.036
H 4.178 1.287 -3.781 0.360
C -3.293 -4.707 0.210 -1.299
C -3.137 -3.200 -0.154 0.158
O -4.243 -2.358 0.113 -0.275
C -4.789 -2.288 1.318 0.826
O -4.326 -2.580 2.445 -0.614
O -6.123 -2.000 1.049 -0.330
C -7.111 -2.020 2.177 -0.654
H -3.247 -4.658 1.298 0.373
H -2.419 -5.221 -0.192 0.405
H -4.093 -5.317 -0.210 0.307
H -2.912 -3.261 -1.218 0.111
H -2.349 -2.647 0.358 0.211
H -7.070 -2.884 2.840 0.297
H -8.105 -1.850 1.765 0.250
H -6.906 -1.210 2.877 0.259
C -1.231 3.181 -3.494 -0.555
O -1.858 4.408 -3.995 -0.439
C -2.820 4.949 -3.185 -0.542
C -4.096 4.055 -3.189 -0.533
N -4.690 3.997 -4.565 -0.372
C -5.932 3.244 -4.573 -0.398
C -6.392 3.107 -6.009 -0.817
O -5.371 2.299 -6.731 -0.171
C -5.433 2.453 -8.140 -0.984
H -1.918 2.412 -3.142 0.156
H -0.492 3.329 -2.707 0.335
H -0.717 2.751 -4.354 0.247
H -3.108 5.956 -3.485 0.380
H -2.488 5.048 -2.151 0.313
H -4.758 4.481 -2.435 0.340
H -3.859 3.007 -3.007 0.217
H -4.054 3.756 -5.312 0.319
H -6.707 3.812 -4.058 0.352
H -5.837 2.233 -4.176 0.291
H -6.420 4.087 -6.485 0.431
H -7.323 2.574 -6.203 0.411
H -4.745 3.257 -8.400 0.379
H -6.358 2.444 -8.718 0.347
H -4.814 1.651 -8.542 0.280
C 9.338 -3.204 2.920 -0.744
O 7.992 -3.693 3.158 -0.242
C 7.866 -4.223 4.432 -0.570
C 6.503 -4.694 4.671 -0.742
N 5.622 -3.554 4.320 -0.166
C 4.189 -3.644 4.550 -0.829
C 3.506 -2.291 4.321 -0.697
O 3.161 -2.210 2.936 -0.216
C 2.245 -1.134 2.675 -0.673
H 9.614 -2.585 3.774 0.318
H 9.517 -2.726 1.957 0.200
H 10.026 -4.044 2.829 0.321
H 8.220 -3.551 5.214 0.410
H 8.469 -5.126 4.523 0.386
H 6.345 -4.937 5.722 0.343
H 6.348 -5.622 4.120 0.313
H 5.769 -3.258 3.366 0.177
H 3.985 -3.996 5.561 0.470
H 3.635 -4.434 4.043 0.340
H 4.151 -1.418 4.427 0.394
H 2.727 -2.098 5.058 0.436
H 1.982 -0.874 1.649 0.140
H 2.532 -0.206 3.170 0.240
H 1.319 -1.362 3.204 0.370
C -0.385 -4.052 -2.579 -0.734
O 0.770 -4.699 -3.191 -0.423
C 1.949 -4.342 -2.569 -0.424
C 3.203 -5.039 -3.079 -1.082
N 2.949 -6.398 -3.374 -0.110
C 2.815 -7.249 -2.195 -0.627
C 2.420 -8.680 -2.646 -0.599
O 1.341 -8.675 -3.632 -0.209
C 0.735 -9.921 -3.872 -0.776
H -0.372 -2.971 -2.722 0.176
H -0.657 -4.350 -1.567 0.303
H -1.226 -4.431 -3.161 0.403
H 1.919 -4.356 -1.480 0.319
H 2.121 -3.284 -2.763 0.404
H 4.063 -4.871 -2.431 0.371
H 3.526 -4.508 -3.974 0.403
H 3.843 -6.608 -3.794 0.234
H 2.125 -6.831 -1.462 0.385
H 3.751 -7.250 -1.638 0.401
H 2.127 -9.065 -1.669 0.334
H 3.215 -9.218 -3.162 0.349
H 0.099 -10.148 -3.017 0.298
H 1.436 -10.752 -3.944 0.296
H 0.207 -9.791 -4.816 0.207
C -4.677 8.481 7.143 -0.802
O -4.452 7.409 6.242 -0.291
C -3.249 7.471 5.587 -0.248
C -3.485 6.388 4.604 -0.853
N -3.240 5.037 5.170 -0.348
C -3.272 4.018 4.128 -0.443
C -2.758 2.633 4.533 -0.524
O -3.740 1.637 4.090 -0.505
C -3.214 0.876 2.994 -0.364
H -4.496 9.457 6.693 0.319
H -3.948 8.350 7.943 0.278
H -5.644 8.580 7.637 0.264
H -2.416 7.287 6.265 0.076
H -3.062 8.400 5.049 0.377
H -2.900 6.590 3.707 0.627
H -4.551 6.465 4.389 0.413
H -4.180 4.929 5.525 0.305
H -2.595 4.294 3.320 0.131
H -4.306 3.937 3.791 0.507
H -2.626 2.496 5.606 0.448
H -1.763 2.418 4.142 0.074
H -2.850 1.547 2.216 0.327
H -3.898 0.174 2.517 -0.079
H -2.359 0.275 3.302 0.327
C 0.464 3.600 1.678 -0.912
O 0.397 4.086 3.039 -0.235
C 1.468 3.619 3.889 -0.575
C 1.810 4.740 4.926 -0.733
N 0.629 4.925 5.815 -0.410
C 0.706 6.240 6.369 0.058
C 1.778 6.404 7.443 -0.653
O 1.446 7.600 8.164 -0.393
C 0.655 7.526 9.370 -0.679
H -0.045 2.638 1.744 0.289
H 1.489 3.510 1.316 0.402
H -0.100 4.232 0.991 0.316
H 2.367 3.463 3.293 0.548
H 1.209 2.707 4.427 0.264
H 1.986 5.691 4.425 0.386
H 2.577 4.425 5.634 0.365
H -0.193 4.917 5.228 0.158
H -0.270 6.425 6.816 -0.154
H 0.806 6.909 5.514 0.403
H 2.713 6.571 6.908 0.300
H 1.923 5.648 8.215 0.341
H 1.431 7.229 10.075 0.319
H -0.220 6.902 9.186 0.292
H 0.332 8.540 9.604 0.220
```